(1)
{"formula": "C14H26MnNP", "method": "ωB97M-V with the def2-TZVPD basis set", "elements": ["C", "C", "C", "C", "C", "C", "C", "C", "N", "Mn", "C", "P", "H", "H", "H", "H", "H", "H", "H", "H", "C", "C", "H", "C", "C", "H", "H", "H", "H", "H", "H", "H", "H", "H", "H", "H", "H", "H", "H", "C", "H", "H", "H"], "xyz": [[0.460, 3.325, -1.889], [-0.819, 2.969, -1.486], [-1.014, 1.831, -0.678], [0.054, 1.050, -0.241], [1.339, 1.455, -0.619], [1.547, 2.570, -1.449], [-2.439, 1.469, -0.392], [-2.661, 0.096, 0.231], [-1.820, -1.034, -0.308], [-0.257, -0.623, 1.055], [2.531, 0.706, -0.115], [1.939, -0.909, 0.628], [-1.701, 3.525, -1.818], [2.563, 2.839, -1.747], [0.593, 4.178, -2.551], [3.048, 1.259, 0.690], [3.275, 0.497, -0.900], [-2.891, 2.215, 0.288], [-3.031, 1.564, -1.315], [-2.488, 0.146, 1.331], [3.249, -1.244, 1.846], [2.198, -2.117, -0.721], [-3.725, -0.179, 0.092], [-1.417, -0.943, -1.739], [-2.485, -2.355, -0.063], [-0.433, -1.735, 2.435], [-2.076, -1.577, -2.341], [-1.475, 0.068, -2.151], [-0.390, -1.311, -1.821], [-2.897, -2.764, -1.007], [-1.741, -3.059, 0.366], [-3.326, -2.247, 0.643], [3.271, -2.351, -0.816], [1.641, -3.023, -0.435], [1.794, -1.727, -1.670], [4.238, -1.264, 1.358], [3.238, -0.469, 2.630], [3.050, -2.223, 2.304], [0.108, -2.158, 1.877], [-0.259, 0.708, 2.447], [-1.297, 0.832, 2.793], [0.097, 1.657, 2.016], [0.411, 0.354, 3.242]], "multiplicity": 6, "homo_ev": [-5.0, -7.7], "energy_ev": -57033.7429, "largest_force_ev_per_a": 2.5}


(2)
{"formula": "C17H22N2O3", "method": "ωB97M-V with the def2-TZVPD basis set", "elements": ["C", "C", "C", "C", "C", "O", "N", "H", "C", "H", "H", "C", "C", "C", "C", "C", "C", "C", "C", "C", "N", "C", "O", "H", "H", "O", "C", "H", "H", "H", "H", "H", "H", "H", "H", "H", "H", "H", "H", "H", "H", "H", "H", "H"], "xyz": [[1.751, -1.252, 3.218], [0.907, -0.031, 3.563], [-0.552, -0.218, 3.153], [-1.417, 0.979, 3.562], [-0.935, 2.264, 2.907], [-0.377, 3.154, 3.513], [-1.203, 2.331, 1.583], [-1.605, 1.529, 1.123], [-0.726, 3.401, 0.741], [-1.494, 3.659, 0.009], [-0.535, 4.256, 1.393], [0.572, 3.020, 0.007], [0.371, 1.803, -0.843], [0.892, 0.593, -0.533], [0.673, -0.559, -1.346], [1.202, -1.825, -1.057], [0.960, -2.893, -1.879], [0.174, -2.741, -3.035], [-0.359, -1.500, -3.343], [-0.112, -0.413, -2.504], [-0.629, 0.821, -2.785], [-0.454, 1.967, -2.035], [-0.980, 3.007, -2.393], [-1.190, 0.933, -3.622], [-0.964, -1.347, -4.223], [0.003, -3.864, -3.772], [-0.762, -3.794, -4.952], [-1.795, -3.497, -4.743], [-0.754, -4.799, -5.369], [-0.322, -3.100, -5.675], [1.362, -3.870, -1.666], [1.813, -1.949, -0.176], [1.502, 0.480, 0.352], [1.361, 2.842, 0.738], [0.851, 3.860, -0.630], [-1.364, 1.115, 4.643], [-2.457, 0.799, 3.282], [-0.947, -1.118, 3.631], [-0.608, -0.369, 2.071], [0.957, 0.154, 4.637], [1.312, 0.852, 3.064], [2.791, -1.088, 3.489], [1.390, -2.128, 3.752], [1.701, -1.464, 2.151]], "smiles": "CCCCC(=O)NCCc1cc2ccc(OC)cc2[nH]c1=O", "multiplicity": 1, "relative_energy_kcal_mol": 17.6, "homo_ev": -8.2, "energy_ev": -27110.2935, "largest_force_ev_per_a": 0.8}


(3)
{"formula": "HN3O4", "method": "ωB97M-V with the def2-TZVPD basis set", "elements": ["N", "N", "N", "O", "O", "O", "O", "H"], "xyz": [[-1.148, -0.487, -0.223], [-0.774, 0.647, 0.044], [1.394, -0.544, 0.211], [0.580, 0.707, 0.414], [2.053, -0.688, 1.158], [-1.349, 1.716, 0.017], [1.356, -0.921, -0.892], [-2.112, -0.429, -0.728]], "smiles": "[H]/N=[N+](\\[O-])O[N+](=O)[O-]", "multiplicity": 1, "relative_energy_kcal_mol": 62.7, "homo_ev": -11.2, "energy_ev": -12667.9988, "largest_force_ev_per_a": 3.3}


(4)
{"formula": "C6H10N2O2", "method": "ωB97M-V with the def2-TZVPD basis set", "elements": ["N", "C", "C", "N", "C", "C", "C", "C", "O", "H", "H", "H", "H", "H", "H", "H", "H", "O", "H", "H"], "xyz": [[-0.428, -2.206, -0.087], [-0.917, -0.848, -0.007], [-1.058, -0.312, 1.397], [-1.451, 0.610, 2.093], [-0.057, 0.065, -0.839], [1.342, 0.610, -0.538], [0.986, 1.852, -1.414], [-0.379, 1.222, -1.679], [-0.154, -0.070, -2.252], [0.478, -2.350, 0.345], [-1.093, -2.907, 0.218], [-1.931, -0.820, -0.436], [1.482, 0.863, 0.519], [2.166, -0.030, -0.879], [0.906, 2.768, -0.817], [1.601, 2.043, -2.302], [-1.337, 1.695, -1.895], [-0.084, -0.998, 2.928], [0.642, -1.359, 2.394], [-0.714, 0.170, 3.250]], "multiplicity": 1, "relative_energy_kcal_mol": 153.2, "homo_ev": -9.3, "energy_ev": -13453.2975, "largest_force_ev_per_a": 4.7}


(5)
{"formula": "C7H8Cl3MnN6O6", "method": "ωB97M-V with the def2-TZVPD basis set", "elements": ["Mn", "O", "Cl", "O", "O", "O", "N", "N", "C", "N", "N", "N", "O", "O", "H", "H", "H", "H", "H", "Cl", "C", "C", "C", "C", "C", "Cl", "C", "N", "H", "H", "H"], "xyz": [[-0.296, 0.239, 0.963], [-2.886, 1.891, 2.516], [-1.703, 1.200, 2.811], [-1.424, 1.037, 4.169], [-0.508, 1.806, 2.092], [-1.751, -0.170, 2.110], [-0.375, -0.338, -1.771], [-1.436, 0.096, -2.494], [-2.277, 0.978, -1.852], [-3.365, 1.310, -2.534], [-1.880, 1.439, -0.659], [-2.503, 2.660, -0.254], [-3.672, 2.870, -0.524], [-1.789, 3.396, 0.357], [1.008, 0.610, -0.690], [-0.331, -1.535, -0.139], [-1.789, -0.496, -3.230], [-3.514, 0.988, -3.475], [-4.012, 1.957, -2.105], [3.915, -0.803, 3.151], [3.380, -1.358, 1.626], [4.176, -2.102, 0.794], [3.718, -2.509, -0.470], [2.502, -2.102, -0.955], [1.692, -1.224, -0.246], [0.324, -0.461, -0.514], [2.071, -0.970, 1.242], [1.121, -0.372, 1.919], [5.163, -2.398, 1.123], [4.336, -3.162, -1.069], [2.105, -2.478, -1.894]], "charge": 1, "multiplicity": 2, "relative_energy_kcal_mol": 364.8, "homo_ev": [-12.2, -12.4], "energy_ev": -97464.6702, "largest_force_ev_per_a": 7.5}


(6)
{"formula": "C5H8O", "method": "ωB97M-V with the def2-TZVPD basis set", "elements": ["C", "C", "O", "C", "C", "C", "H", "H", "H", "H", "H", "H", "H", "H"], "xyz": [[0.240, 1.705, -0.701], [0.786, 0.345, -0.323], [0.917, 0.200, 1.111], [0.160, -0.995, 1.041], [-1.288, -0.837, 0.758], [-0.032, -0.956, -0.409], [0.913, 2.483, -0.324], [-0.742, 1.862, -0.248], [0.167, 1.810, -1.789], [1.756, 0.161, -0.804], [0.527, -1.874, 1.558], [-1.765, -1.820, 0.788], [-1.405, -0.345, -0.271], [0.033, -1.746, -1.137]], "multiplicity": 1, "relative_energy_kcal_mol": 106.0, "homo_ev": -8.6, "energy_ev": -7357.6605, "largest_force_ev_per_a": 1.7}


(7)
{"formula": "C2H5ClN2", "method": "ωB97M-V with the def2-TZVPD basis set", "elements": ["C", "C", "N", "N", "Cl", "H", "H", "H", "H", "H"], "xyz": [[-1.156, -0.932, 0.614], [1.181, 2.085, -0.244], [-1.135, -0.879, -0.627], [0.954, 0.912, -0.500], [2.067, -0.726, 0.282], [-1.865, -1.549, 1.124], [-0.442, -0.226, 1.010], [2.100, 2.522, 0.168], [-1.884, -1.517, -1.117], [0.179, 0.309, -0.711]], "multiplicity": 1, "relative_energy_kcal_mol": 88.8, "homo_ev": [-8.9, -8.9], "energy_ev": -17653.7231, "largest_force_ev_per_a": 4.0}


(8)
{"formula": "C5H12ClIrO2Pm", "method": "ωB97M-V with the def2-TZVPD basis set", "elements": ["Ir", "Cl", "C", "H", "H", "H", "Pm", "C", "C", "C", "H", "H", "H", "H", "H", "H", "H", "H", "O", "C", "O", "H"], "xyz": [[0.128, -0.723, -0.247], [4.553, -0.636, -2.545], [1.931, -0.016, 0.040], [2.228, -0.769, 0.786], [2.178, 0.960, 0.505], [2.574, -0.173, -0.855], [0.486, 1.882, -1.026], [-1.285, 2.535, -2.548], [1.989, 3.736, -0.506], [-0.296, 1.223, 0.991], [2.265, 3.721, 0.560], [2.917, 3.702, -1.107], [1.478, 4.690, -0.720], [-2.159, 2.112, -2.015], [-1.394, 3.633, -2.583], [-1.271, 2.145, -3.583], [0.480, 1.567, 1.720], [-1.337, 1.519, 1.223], [-2.890, -3.196, -0.570], [-2.117, -2.303, -0.274], [-0.971, -2.059, -0.904], [-2.307, -1.620, 0.591]], "charge": -1, "multiplicity": 9, "relative_energy_kcal_mol": 64.4, "homo_ev": [-4.4, -4.4], "energy_ev": -41383.2226, "largest_force_ev_per_a": 4.4}